(1)
Formula: C49H84N2O28P2
Source: the Open Molecules 2025 dataset
Level of theory: the ωB97M-V functional and the def2-TZVPD basis

The total charge is 0. The calculation puts the gap between HOMO and LUMO at 7.1 eV. Its SMILES is CCCCCCO[C@@](CCCCOC=O)(N=C=O)[C@](NCCCOC)(P(O)O)P(C)CC.C[C@@H]1COC(=O)O1.C[C@@H]1COC(=O)O1.C[C@@H]1COC(=O)O1.C[C@@H]1COC(=O)O1.C[C@@H]1COC(=O)O1.C[C@@H]1COC(=O)O1.C[C@@H]1COC(=O)O1.

Each line ends with the Löwdin charge.
Geometry (Å):
H 1.322 -10.787 -3.013  0.14
H -4.926 -2.547 -2.220  0.11
C -2.263 -2.908 -3.064  -0.47
H -0.484 -3.743 -0.226  0.07
C -0.388 5.016 -10.156  -0.02
O -1.256 0.159 -1.792  -0.27
C 0.655 4.281 -9.352  -0.34
H 8.268 3.813 5.601  0.09
H -6.490 -1.998 -0.047  0.13
O 5.508 2.726 3.983  0.07
C 2.369 -3.154 -5.792  -0.24
C 3.202 1.593 0.763  -0.01
C 1.633 -9.856 -2.545  -0.10
C 3.378 -8.438 -2.621  -0.56
H 1.632 4.755 -9.480  0.16
C -0.707 -4.801 -0.322  -0.16
O 4.305 0.247 -0.947  0.08
C 0.730 2.797 -9.616  -0.10
C -4.486 0.430 -2.152  -0.20
C -2.481 -3.708 -1.747  -0.13
O -1.755 -3.957 1.724  -0.04
O 2.882 -1.975 -5.211  -0.21
H -8.184 -1.926 2.517  0.16
P -0.552 -1.164 -4.722  1.05
H 1.474 -2.861 -6.330  0.09
H -3.835 1.004 -2.811  0.10
C -4.733 2.067 -0.262  -0.25
H -4.072 4.009 0.444  0.07
H -1.366 4.543 -10.049  0.09
C 4.343 0.670 0.432  -0.32
H 3.116 -3.554 -6.483  0.11
H -0.845 -4.809 3.439  0.14
H -3.085 8.789 11.611  0.09
H -0.119 5.034 -11.212  0.09
H 2.541 -4.179 -3.855  0.11
H 0.199 -5.397 -0.393  0.11
H 5.804 4.018 5.558  0.15
H -2.464 -3.052 -0.887  0.09
H -0.259 -7.127 -3.542  0.06
O 3.625 1.507 3.783  0.15
O 3.062 -9.757 -2.514  0.06
H -1.278 1.207 -6.671  0.05
H -5.175 -2.225 2.040  0.09
H 2.099 -5.202 -5.196  0.10
O 0.197 6.894 11.076  0.04
H 1.524 -0.282 -3.726  0.03
H -0.610 8.699 11.655  0.14
H -6.341 0.927 -1.173  0.08
H -1.489 -0.494 -7.250  0.06
H 0.179 0.949 -3.639  0.04
H -0.173 7.617 12.996  0.14
C 6.287 3.136 5.127  -0.33
H -4.806 -2.473 -3.963  0.12
O 0.341 4.299 -7.949  0.08
C -1.880 0.305 -6.631  -0.15
H -3.721 1.686 -0.141  0.10
H 4.859 7.280 9.094  0.14
O 2.277 -7.709 -2.950  0.08
C 0.643 0.139 -4.192  -0.25
H -3.132 8.136 13.259  0.09
C -4.492 -1.978 -3.044  -0.20
H 2.200 6.133 9.930  0.07
H 2.246 1.116 0.544  0.08
C -0.595 7.661 11.995  -0.09
H 5.713 2.341 0.148  0.14
H 1.360 -8.815 -4.418  0.16
H 1.396 2.543 -10.437  0.14
H 8.206 2.588 4.319  0.09
C 0.450 -4.135 -4.372  -0.24
H 1.262 -9.827 -1.518  0.14
O 0.959 2.960 -6.241  0.17
C -1.939 6.987 11.888  -0.33
C 2.634 5.225 9.523  -0.02
C -7.723 0.259 0.953  -0.58
N 0.275 -3.228 -3.261  -0.06
O 6.061 5.715 8.411  0.07
C -1.495 -5.146 0.947  -0.17
C -5.440 1.442 -1.482  -0.18
C 4.149 -2.157 -4.604  -0.10
H -2.953 -0.747 -5.142  0.05
C 5.933 4.378 8.561  -0.56
H -4.051 7.367 11.955  0.09
H -0.960 -5.876 1.552  0.11
H -0.249 2.345 -9.793  0.14
C -0.651 6.391 10.136  -0.55
O -3.109 -1.769 -2.928  -0.14
H 2.265 4.374 10.095  0.10
C -0.121 -8.086 -3.047  -0.02
C -1.036 -3.891 2.867  -0.35
H 0.553 -3.590 -2.363  0.10
H -5.280 -0.248 -4.052  0.11
C -2.049 -0.157 -5.164  -0.40
O 5.891 -0.531 -2.342  0.16
H 6.147 1.265 1.495  0.13
C 7.706 3.463 4.736  -0.01
O -1.940 6.583 10.507  0.09
H 3.245 2.503 0.160  0.09
C 1.251 -8.635 -3.344  -0.33
C -4.598 3.582 -0.405  -0.11
H -2.466 -5.580 0.724  0.12
H 4.039 -2.388 -3.548  0.08
C -3.118 7.873 12.202  -0.02
O -7.070 -0.275 2.016  0.09
H 6.843 1.136 5.788  0.14
H -8.054 -2.790 0.257  0.14
H -5.612 2.253 -2.183  0.11
C -0.836 -2.316 -3.229  -0.56
H -6.195 -0.745 -2.615  0.10
H -1.977 6.080 12.499  0.16
O 6.459 0.507 -0.423  0.06
H -1.796 0.244 -2.590  0.01
H 4.476 5.427 10.605  0.16
P -0.531 -1.291 -1.633  0.92
O 4.459 -7.990 -2.449  0.18
C 1.951 -4.210 -4.764  -0.14
O -7.935 1.415 0.804  0.17
O 1.242 2.299 -8.375  0.06
C -1.617 -4.972 -1.568  -0.18
O 4.736 4.059 9.090  0.10
H -0.080 -3.869 -5.278  0.08
H -2.252 -5.820 -1.319  0.10
H -5.576 4.056 -0.461  0.07
C -2.716 -3.531 -5.271  -0.29
H -0.897 -8.772 -3.388  0.10
C 4.555 1.869 4.431  -0.55
O -0.625 -2.839 3.270  0.09
H 4.293 -0.227 1.056  0.16
H 4.758 -2.889 -5.137  0.09
O 1.100 -1.157 -1.461  -0.26
H 4.662 -1.205 -4.667  0.08
O -8.096 -0.714 0.078  0.05
C 5.707 1.307 0.502  -0.09
H -0.249 -7.914 -1.977  0.09
C -5.198 -0.605 -3.029  -0.14
H 1.269 -1.372 -0.543  0.03
H -2.157 0.758 -4.581  0.07
O 4.809 1.487 5.698  0.08
O 6.770 3.585 8.255  0.13
C 0.859 3.166 -7.403  -0.56
C -7.441 -1.922 0.488  -0.09
H 2.280 5.097 8.500  0.09
O -2.786 -3.198 -6.413  0.15
O -0.311 5.863 9.130  0.17
H 0.976 0.566 -5.135  0.03
H -5.273 1.878 0.661  0.09
H -1.063 -5.263 -2.449  0.06
C 6.140 1.939 6.027  -0.08
C 4.765 6.293 8.649  -0.08
H 4.243 6.376 7.693  0.14
N -2.659 -3.876 -4.098  0.21
H 7.722 4.236 3.968  0.09
H -3.499 -4.087 -1.777  0.11
C 5.580 0.018 -1.336  -0.56
H -2.855 0.574 -7.031  0.07
C 4.139 5.282 9.575  -0.32
H 6.223 2.197 7.088  0.11
H 3.229 1.864 1.815  0.05
C -7.264 -1.698 1.970  -0.33
C -6.098 -2.431 2.586  -0.02
H -4.028 3.839 -1.294  0.07
H -6.275 -3.506 2.585  0.09
H -5.940 -2.102 3.612  0.09
H -3.886 -0.019 -1.371  0.10
H -0.489 6.041 -9.802  0.09
H 0.184 -5.174 -4.152  0.08

***

(2)
Formula: C8H16F4Li2N2O12S6
Source: the Open Molecules 2025 dataset
Level of theory: the ωB97M-V functional and the def2-TZVPD basis

The total charge is +1. As for the expectation value of S²: 0.76. The calculation puts the gap between HOMO and LUMO (alpha / beta) at 9.3 / 3.3 eV. As for the spin multiplicity: 2.

Each line ends with the Mulliken spin population.
Geometry (Å):
C -0.296 2.722 0.263  0.16
F 3.234 0.071 -4.588  0.00
H -1.669 0.787 -6.793  0.00
O 0.255 2.324 -2.406  0.12
O -2.135 1.934 -1.554  0.38
S -0.273 -0.615 -5.305  0.00
C -1.113 5.015 -0.332  0.02
O 4.874 -0.543 -2.811  0.00
C -1.276 4.414 -1.704  0.16
S -0.878 2.608 -1.528  0.04
F 2.990 2.873 -0.753  0.00
H 0.513 2.044 0.534  0.01
C -1.222 -0.207 -6.808  0.00
F 1.823 2.381 -6.918  0.00
H -0.905 -1.514 -8.429  0.00
H -0.671 4.684 -2.569  0.03
F 1.815 4.637 -2.950  0.00
H -2.278 4.591 -2.095  0.00
H 0.905 4.437 -0.032  0.00
H -0.857 6.075 -0.349  0.03
H 0.238 -2.623 -6.387  0.00
C 0.916 -1.054 -7.672  0.00
O -1.127 -1.291 -4.287  0.00
Li 1.628 2.047 -3.782  0.00
O 0.285 5.644 -4.438  0.00
H 1.358 -1.670 -8.456  0.00
N 3.159 1.566 -2.767  0.00
O 4.708 1.192 -0.710  0.00
C -0.066 4.263 0.432  0.01
H -2.078 -0.858 -6.633  0.00
O 2.295 0.643 -0.416  0.00
O 2.074 4.752 -7.253  0.00
S 1.401 3.827 -6.351  0.00
O 2.770 6.157 -4.498  0.00
Li 3.641 2.582 -4.322  0.00
H -1.181 2.371 0.793  0.01
O 0.514 0.566 -4.896  0.00
H 0.027 4.525 1.486  0.02
O 2.454 -0.972 -2.640  0.00
S 1.682 5.195 -4.445  0.00
C -0.456 -0.616 -8.006  0.00
H 1.709 -1.955 -5.673  0.00
O -0.037 3.771 -6.377  0.00
N 2.097 3.628 -5.012  0.00
H -2.070 4.884 0.173  0.00
S 3.526 -0.051 -2.995  0.00
C 0.836 -1.718 -6.282  0.00
H 1.551 -0.170 -7.714  0.00
H -0.453 0.203 -8.726  0.00
S 3.310 1.333 -1.224  0.00